No. 1
This record from OMol25 describes a molecular structure, C45H53CaCl2N4O6SSe at a distorted geometry. The level of theory is the ωB97M-V functional and the def2-TZVPD basis.

Results
HOMO	-4.58	eV
relative energy (zero: lowest compared OMol25 entry of this formula, charge and spin)	1.056	eV
multiplicity	1
LUMO	0.07919	hartree
HOMO-LUMO gap	6.7	eV
charge	-1

Geometry as XYZ:
```
113
Properties=species:S:1:pos:R:3:lowdin_charge:R:1
Ca 1.860 -0.897 -0.924 1.157
C -3.416 3.026 4.581 -0.048
C -2.490 1.836 4.868 -0.557
C -1.739 2.081 6.188 -0.050
C -3.347 0.579 5.029 -0.069
C -1.485 1.692 3.723 -0.157
C -1.452 0.580 2.890 -0.040
C -0.510 0.495 1.883 -0.358
Se -0.488 -1.061 0.741 1.162
C -1.556 -0.322 -0.679 -0.377
C -2.943 -0.459 -0.608 -0.074
C -3.760 0.034 -1.608 -0.189
C -3.118 0.672 -2.678 0.011
C -1.745 0.823 -2.794 -0.079
C -0.892 0.289 -1.771 -0.389
O 0.407 0.359 -1.834 -0.360
C -1.120 1.536 -4.001 -0.531
C -2.169 2.037 -4.992 -0.083
C -0.197 0.565 -4.761 -0.048
C -0.325 2.759 -3.514 -0.056
C -5.285 -0.107 -1.605 -0.564
C -5.937 1.281 -1.581 -0.058
C -5.741 -0.853 -2.870 -0.055
C -5.779 -0.891 -0.386 -0.076
C 0.403 1.526 1.705 -0.205
O 1.276 1.338 0.625 -0.108
C 0.382 2.695 2.462 -0.066
C -0.573 2.716 3.480 0.022
C 1.310 3.913 2.230 -0.517
C 0.774 5.179 2.918 -0.075
C 2.707 3.649 2.810 -0.041
C 1.403 4.242 0.730 -0.036
H -4.162 3.130 5.377 0.083
H -3.941 2.884 3.633 0.091
H -2.853 3.963 4.518 0.077
H -2.437 2.049 7.031 0.081
H -1.247 3.058 6.198 0.076
H -0.973 1.317 6.345 0.093
H -4.019 0.708 5.880 0.081
H -2.732 -0.307 5.213 0.091
H -3.960 0.393 4.142 0.085
H -2.149 -0.239 3.005 0.095
H -3.354 -0.966 0.255 0.085
H -3.742 1.072 -3.470 0.089
H -2.755 1.215 -5.416 0.084
H -1.658 2.542 -5.818 0.080
H -2.856 2.755 -4.533 0.081
H -0.776 -0.284 -5.142 0.093
H 0.581 0.176 -4.109 0.047
H 0.274 1.076 -5.610 0.069
H -1.001 3.480 -3.040 0.085
H 0.168 3.254 -4.362 0.080
H 0.432 2.465 -2.790 0.038
H -5.628 1.877 -2.444 0.075
H -5.644 1.823 -0.676 0.086
H -7.031 1.197 -1.597 0.079
H -5.541 -0.268 -3.772 0.075
H -6.818 -1.058 -2.830 0.077
H -5.208 -1.803 -2.965 0.092
H -5.521 -0.383 0.549 0.080
H -5.348 -1.897 -0.358 0.088
H -6.868 -0.989 -0.429 0.078
H -0.619 3.587 4.117 0.094
H 0.840 5.120 4.008 0.080
H -0.263 5.387 2.640 0.091
H 1.386 6.028 2.603 0.081
H 2.629 3.337 3.856 0.093
H 3.300 4.569 2.769 0.084
H 3.241 2.866 2.273 0.060
H 0.406 4.405 0.308 0.100
H 1.882 3.459 0.143 0.066
H 1.986 5.159 0.599 0.084
O 4.110 -2.329 2.758 -0.310
S 2.977 -2.116 1.885 0.556
O 2.225 -0.902 2.143 -0.354
N 3.311 -2.105 0.336 -0.264
C 4.057 -3.158 -0.230 -0.249
C 4.551 -4.263 0.435 -0.025
C 5.338 -5.233 -0.226 -0.079
C 5.653 -5.118 -1.547 -0.065
C 5.154 -4.012 -2.275 -0.162
C 5.428 -3.830 -3.650 -0.022
C 4.885 -2.781 -4.323 -0.055
C 4.050 -1.892 -3.620 -0.147
N 3.792 -2.000 -2.343 0.065
C 4.342 -3.048 -1.640 -0.144
C 1.882 -3.473 2.235 -0.286
C 1.744 -3.837 3.574 -0.062
C 0.893 -4.878 3.908 -0.089
C 0.197 -5.556 2.910 -0.092
C 0.347 -5.187 1.580 -0.067
C 1.193 -4.141 1.232 -0.083
H 4.360 -4.382 1.491 0.096
H 5.704 -6.083 0.341 0.102
H 6.266 -5.859 -2.051 0.103
H 6.072 -4.544 -4.154 0.113
H 5.066 -2.626 -5.378 0.100
H 3.560 -1.080 -4.148 0.063
H 2.310 -3.306 4.333 0.114
H 0.770 -5.163 4.948 0.097
H -0.463 -6.375 3.174 0.096
H -0.201 -5.706 0.800 0.108
H 1.284 -3.838 0.193 0.071
O 3.192 0.888 -0.011 -0.058
N 2.629 1.258 0.944 0.004
O -0.469 -3.800 -3.443 -0.009
C 0.161 -3.221 -2.595 -0.527
N 0.790 -2.637 -1.752 -0.082
Cl 3.613 1.310 -6.004 0.509
C 4.203 1.842 -4.413 -0.995
Cl 3.099 1.446 -3.125 0.654
H 4.312 2.915 -4.434 0.020
H 5.142 1.347 -4.218 0.025
```

No. 2
This record from OMol25 describes a molecular structure, C27H33N2Tc at a distorted geometry. The level of theory is the ωB97M-V functional and the def2-TZVPD basis.

Results
HOMO (spin up / spin down)	-8.82 / -10.95	eV
relative energy (zero: lowest compared OMol25 entry of this formula, charge and spin)	5.045	eV
multiplicity	4
LUMO (spin up / spin down)	-0.14160 / -0.24119	hartree
expectation value of S²	3.805
HOMO-LUMO gap (spin up / spin down)	5.0 / 4.4	eV
charge	+1

Geometry as XYZ:
```
63
Properties=species:S:1:pos:R:3:lowdin_spin:R:1
C 0.840 -2.410 0.251 -0.006
C 1.867 -1.744 -0.537 0.001
C 1.553 -1.965 -1.907 0.029
C 0.284 -2.665 -1.986 0.005
C -0.143 -2.972 -0.662 0.005
Tc -0.123 -0.809 -0.843 0.956
C -1.880 1.629 -0.152 0.000
C -1.504 0.291 0.515 -0.008
H -1.228 0.377 1.556 0.003
C -1.989 -0.965 0.082 0.004
H -2.815 -1.071 -0.646 0.008
H -2.090 -1.668 0.910 0.002
C -2.581 2.551 0.841 0.000
H -1.928 2.801 1.693 0.001
H -2.864 3.453 0.313 0.000
H -3.443 1.996 1.178 0.000
C -2.792 1.410 -1.403 0.001
H -2.400 0.693 -2.157 0.000
H -3.770 1.047 -1.097 0.000
H -2.950 2.379 -1.918 0.000
C 3.113 -1.112 -0.049 0.001
H 3.325 -1.397 0.983 0.000
H 3.954 -1.406 -0.679 0.000
H 3.047 -0.025 -0.107 0.000
C 2.438 -1.666 -3.058 0.007
H 2.769 -0.618 -3.064 0.002
H 3.348 -2.290 -2.999 0.002
H 1.932 -1.886 -4.013 0.000
C -0.384 -3.097 -3.238 0.000
H -0.293 -2.331 -4.018 0.000
H 0.075 -4.024 -3.614 -0.001
H -1.447 -3.299 -3.056 0.000
C -1.252 -3.893 -0.324 0.001
H -2.097 -3.699 -0.979 0.000
H -0.936 -4.928 -0.469 0.000
H -1.566 -3.767 0.707 0.000
C 0.877 -2.706 1.712 0.001
H 0.003 -2.273 2.244 0.000
H 0.850 -3.802 1.914 0.000
H 1.794 -2.302 2.175 0.001
C 0.359 1.371 -1.051 0.004
C -0.772 2.291 -0.800 -0.001
C 1.104 1.676 -2.266 0.004
C -0.741 3.601 -1.303 0.001
H 0.644 1.964 -0.201 0.002
C 1.059 2.990 -2.808 0.001
H 1.708 0.913 -2.784 0.001
C 0.191 3.911 -2.315 -0.001
H -1.468 4.306 -0.989 0.000
H 1.760 3.212 -3.605 0.000
H 0.180 4.840 -2.799 0.000
N 0.035 0.551 7.212 0.147
C 0.192 0.839 6.089 0.036
C 0.389 1.212 4.712 0.293
C 1.038 0.340 3.855 0.045
C 1.272 0.735 2.501 0.445
N 0.789 1.907 2.035 0.364
C 0.191 2.750 2.888 0.119
C -0.052 2.458 4.224 0.485
H 1.395 -0.668 4.149 -0.003
H 1.839 0.093 1.843 0.024
H -0.127 3.713 2.464 -0.002
H -0.581 3.157 4.847 0.022
```

No. 3
This record from OMol25 describes a molecular structure, C24H46Cl3CoN2O4Si at a distorted geometry. The level of theory is the ωB97M-V functional and the def2-TZVPD basis.

Results
HOMO (spin up / spin down)	-4.97 / -5.16	eV
multiplicity	4
LUMO (spin up / spin down)	0.09354 / 0.09352	hartree
expectation value of S²	3.757
HOMO-LUMO gap (spin up / spin down)	7.5 / 7.7	eV
charge	-1

Geometry as XYZ:
```
81
Properties=species:S:1:pos:R:3:lowdin_spin:R:1
C -2.184 -1.513 -3.879 0.000
C -0.704 -1.365 -3.831 0.001
H -2.582 -1.308 -4.880 0.000
H -2.655 -0.826 -3.161 0.000
H -2.459 -2.535 -3.567 0.000
C 0.067 -1.162 -4.908 0.003
C -0.426 -0.965 -6.305 0.001
H 1.154 -1.132 -4.786 0.000
H -1.499 -0.730 -6.358 0.000
H -0.243 -1.883 -6.882 0.000
H 0.140 -0.151 -6.784 0.000
Co -1.192 -0.307 0.093 2.710
Cl -0.843 -2.325 0.838 0.074
Cl -2.813 1.214 -0.101 0.049
C 2.660 -0.896 0.460 0.000
O 2.045 0.163 0.311 0.000
N 4.004 -1.004 0.558 0.000
C 4.849 0.176 0.458 0.000
C 4.672 -2.291 0.671 0.000
H 2.141 -1.879 0.522 0.000
H 4.228 1.076 0.509 0.000
H 5.407 0.165 -0.490 0.000
H 5.567 0.161 1.287 0.000
H 3.922 -3.087 0.688 0.000
H 5.261 -2.321 1.597 0.000
H 5.345 -2.450 -0.181 0.000
H -1.301 1.468 -3.523 0.000
H 1.320 1.593 -4.469 0.000
C -0.971 2.367 -2.985 0.000
C 1.338 2.469 -3.810 0.000
N 0.443 2.268 -2.681 0.001
H -1.545 2.462 -2.059 0.000
C 0.892 2.334 -1.383 0.000
O 0.190 2.436 -0.383 0.002
H 2.355 2.622 -3.437 0.000
H 2.009 2.325 -1.347 0.000
H -1.131 3.235 -3.636 0.000
H 1.006 3.345 -4.382 0.000
O -0.550 -0.344 -1.724 0.096
C -0.124 -1.443 -2.423 0.010
C 2.229 -0.559 -2.592 0.000
C 1.383 -1.632 -2.444 0.001
H 1.795 0.446 -2.530 0.000
C 3.581 -0.758 -2.837 0.000
H -0.541 -2.362 -1.977 0.001
C 1.876 -2.938 -2.362 0.000
H 4.227 0.090 -3.027 0.000
C 4.087 -2.078 -2.861 0.000
C 3.233 -3.160 -2.589 0.000
H 1.164 -3.737 -2.136 0.000
H 5.144 -2.236 -3.055 0.000
H 3.620 -4.185 -2.585 0.000
Si -5.370 0.629 -0.226 0.002
Cl -4.654 -0.383 -1.952 0.000
C -5.346 2.538 -0.081 0.003
C -5.200 -0.576 1.219 0.000
C -7.314 0.701 -0.440 0.000
H -4.420 3.026 -0.423 0.001
H -5.509 2.792 0.977 0.000
H -6.180 2.963 -0.658 0.000
H -7.602 1.479 -1.160 0.000
H -7.761 0.968 0.534 0.000
H -7.742 -0.253 -0.765 0.000
H -4.224 -1.083 1.196 0.000
H -5.984 -1.350 1.140 0.000
H -5.323 -0.088 2.196 0.000
C -2.607 0.774 3.481 0.000
C -1.584 1.525 2.673 0.003
O -0.684 0.610 1.972 0.034
C 0.339 0.155 2.910 0.003
C 1.334 1.262 3.131 0.001
H -2.791 -0.235 3.103 0.000
H -3.537 1.346 3.441 0.000
H -2.297 0.695 4.529 0.000
H -2.045 2.076 1.854 0.000
H -0.988 2.217 3.280 0.001
H -0.154 -0.148 3.847 0.000
H 0.779 -0.738 2.457 0.000
H 0.864 2.127 3.598 0.000
H 2.140 0.924 3.779 0.000
H 1.746 1.573 2.173 0.000
```

No. 4
This record from OMol25 describes a single C20H24O6 molecule. The level of theory is the ωB97M-V functional and the def2-TZVPD basis.

Results
HOMO	-9.37	eV
relative energy (zero: lowest compared OMol25 entry of this formula, charge and spin)	0.630	eV
multiplicity	1
LUMO	-0.04018	hartree
structure (SMILES)	CCCCOc1ccc(CCOCC)c2c1C(=O)C(CC(=O)O)=CC2=O
HOMO-LUMO gap	8.3	eV

Geometry as XYZ:
```
50
Properties=species:S:1:pos:R:3:lowdin_charge:R:1
C -5.394 1.855 -2.985 -0.111
C -3.943 2.335 -2.929 -0.248
C -3.038 1.343 -2.171 -0.187
C -2.392 0.410 -3.173 -0.182
O -1.671 -0.708 -2.631 -0.031
C -1.266 -0.662 -1.337 -0.243
C -2.023 -1.313 -0.374 0.025
C -1.612 -1.347 0.942 0.001
C -0.430 -0.746 1.368 -0.137
C -0.052 -0.874 2.822 -0.105
C 1.345 -1.401 3.116 -0.216
O 1.324 -2.029 4.390 -0.155
C 2.405 -1.677 5.229 -0.268
C 2.270 -0.278 5.839 -0.061
C 0.330 -0.101 0.394 -0.033
C -0.070 -0.068 -0.948 -0.004
C 0.828 0.598 -1.929 -0.250
O 0.446 1.160 -2.931 0.141
C 2.290 0.567 -1.601 -0.115
C 3.268 0.567 -2.748 -0.030
C 4.165 -0.646 -2.689 -0.501
O 5.355 -0.610 -2.780 0.143
O 3.459 -1.823 -2.609 0.084
C 2.650 0.576 -0.317 0.086
C 1.594 0.617 0.729 -0.316
O 1.746 1.227 1.764 0.117
H -5.440 0.776 -3.142 0.070
H -5.955 2.345 -3.779 0.068
H -5.904 2.071 -2.046 0.072
H -3.913 3.281 -2.388 0.103
H -3.561 2.499 -3.936 0.106
H -3.655 0.792 -1.460 0.114
H -2.269 1.895 -1.630 0.117
H -3.164 -0.026 -3.810 0.128
H -1.720 0.984 -3.811 0.111
H -2.938 -1.797 -0.687 0.130
H -2.232 -1.876 1.655 0.119
H -0.731 -1.604 3.264 0.117
H -0.214 0.060 3.362 0.128
H 1.643 -2.142 2.365 0.135
H 2.090 -0.606 3.116 0.103
H 2.435 -2.430 6.015 0.114
H 3.353 -1.764 4.688 0.113
H 1.465 0.274 5.356 0.072
H 2.066 -0.320 6.907 0.068
H 3.182 0.304 5.707 0.071
H 2.699 0.491 -3.676 0.135
H 3.886 1.459 -2.757 0.138
H 3.611 -2.252 -1.759 0.122
H 3.683 0.612 0.007 0.142
```

No. 5
This record from OMol25 describes a single C15H22N2O4 molecule at a distorted geometry. The level of theory is the ωB97M-V functional and the def2-TZVPD basis.

Results
HOMO	-8.48	eV
relative energy (zero: lowest compared OMol25 entry of this formula, charge and spin)	0.552	eV
multiplicity	1
LUMO	0.01880	hartree
structure (SMILES)	CC[C@H](C)[C@H](NC(=O)[C@@H](N)Cc1ccc(O)cc1)C(=O)O
HOMO-LUMO gap	9.0	eV

Geometry as XYZ:
```
43
Properties=species:S:1:pos:R:3:lowdin_charge:R:1
C -3.264 1.041 -2.183 -0.078
C -3.088 1.792 -0.853 -0.205
C -3.523 1.010 0.398 -0.316
C -3.314 1.877 1.645 -0.060
C -2.806 -0.344 0.574 -0.203
N -1.374 -0.240 0.479 0.125
C -0.558 -0.929 1.340 -0.424
O -0.989 -1.462 2.356 0.062
C 0.895 -1.131 0.909 -0.301
N 1.036 -2.464 0.310 0.070
C 1.446 -0.062 -0.056 -0.121
C 2.960 -0.011 -0.107 -0.239
C 3.651 1.065 0.414 -0.049
C 5.038 1.129 0.379 -0.029
C 5.769 0.084 -0.175 -0.335
O 7.126 0.071 -0.252 0.042
C 5.094 -1.021 -0.706 0.001
C 3.689 -1.066 -0.668 -0.022
C -3.382 -1.403 -0.344 -0.455
O -4.576 -1.580 -0.530 0.101
O -2.448 -2.195 -0.926 0.101
H -3.041 1.688 -3.017 0.070
H -2.610 0.203 -2.294 0.053
H -4.282 0.670 -2.312 0.085
H -2.082 2.122 -0.752 0.095
H -3.682 2.700 -0.887 0.112
H -4.587 0.795 0.326 0.141
H -2.260 2.047 1.850 0.077
H -3.814 2.843 1.560 0.078
H -3.730 1.403 2.559 0.092
H -3.005 -0.684 1.576 0.153
H -1.005 0.062 -0.400 0.118
H 1.487 -1.126 1.843 0.160
H 0.825 -3.166 1.021 0.089
H 0.315 -2.561 -0.426 0.088
H 1.034 0.911 0.241 0.117
H 1.057 -0.246 -1.049 0.114
H 3.098 1.900 0.865 0.118
H 5.552 1.989 0.781 0.107
H 7.461 0.910 0.139 0.121
H 5.662 -1.819 -1.147 0.110
H 3.168 -1.950 -1.030 0.103
H -2.942 -2.851 -1.449 0.137
```

DFT total energy? In order: -185440.77470; -33699.35473; -119882.00003; -33413.11970; -27083.52630 eV.